1.
66
Properties=species:S:1:pos:R:3:forces:R:3 method="wB97M-V/def2-TZVPD" homo_ev=-9.90 gap_ha=0.381 smiles=CC[C@@H](Br)B1OBOBO1.CC(C)O.CC(C)O.CC(C)O.CC(C)O
C 0.870 -1.708 0.498 0.132 0.105 0.029
C 0.707 -0.579 -0.525 0.313 -0.016 0.126
C 1.851 0.465 -0.416 -0.651 -0.192 0.191
Br 2.422 1.077 -2.164 0.176 0.040 -0.187
B 1.508 1.680 0.513 -0.619 0.638 0.138
O 2.035 2.953 0.362 0.877 -0.566 0.090
B 2.668 3.430 1.501 -0.649 0.249 -0.134
O 2.123 3.103 2.731 0.678 -0.613 0.036
B 1.468 1.885 2.807 -0.571 0.503 -0.389
O 0.758 1.466 1.675 0.918 -0.646 0.317
H 1.189 -1.302 1.463 -0.239 -0.068 0.017
H 1.640 -2.421 0.191 -0.003 0.089 -0.123
H -0.065 -2.261 0.612 0.110 0.078 0.048
H 0.729 -0.978 -1.539 -0.223 -0.067 0.088
H -0.259 -0.089 -0.363 0.081 -0.004 -0.176
H 2.716 -0.025 0.048 0.061 0.050 -0.230
H 3.691 4.026 1.417 -0.185 0.249 0.035
H 1.599 1.174 3.744 -0.283 0.115 0.167
C 4.824 -4.600 -0.154 -0.032 0.072 -0.051
C 3.405 -5.145 -0.096 0.171 -0.094 0.007
C 3.357 -6.534 0.521 -0.093 -0.010 -0.033
O 2.817 -5.149 -1.395 -0.105 0.106 0.093
H 5.450 -5.245 -0.777 0.017 -0.025 0.037
H 4.830 -3.602 -0.593 -0.006 0.007 0.006
H 5.271 -4.547 0.840 0.000 -0.017 0.006
H 2.784 -4.467 0.492 -0.046 -0.006 -0.025
H 3.941 -7.233 -0.084 0.041 0.005 0.028
H 2.330 -6.897 0.558 -0.007 0.007 0.009
H 3.764 -6.534 1.533 0.017 0.007 -0.002
H 3.337 -5.736 -1.952 0.033 -0.041 -0.062
C -0.286 5.449 -5.277 -0.069 -0.037 -0.039
C -0.500 4.531 -4.083 0.135 0.041 -0.051
C 0.732 4.460 -3.197 -0.051 -0.053 0.070
O -0.890 3.227 -4.512 -0.122 0.059 0.054
H 0.533 5.073 -5.897 0.028 0.024 0.017
H -1.184 5.491 -5.893 -0.007 0.002 0.004
H -0.033 6.461 -4.959 0.011 -0.001 0.011
H -1.348 4.893 -3.499 -0.015 -0.017 0.004
H 1.581 4.056 -3.756 0.011 0.035 -0.015
H 0.556 3.801 -2.348 0.011 0.002 0.009
H 1.010 5.446 -2.822 -0.001 0.013 -0.019
H -0.166 2.858 -5.028 0.061 -0.060 -0.017
C -4.317 -1.892 0.622 0.085 -0.110 0.205
C -3.052 -1.409 -0.068 -0.155 -0.003 -0.181
C -3.352 -0.517 -1.263 0.071 -0.009 0.007
O -2.229 -2.508 -0.457 0.044 0.071 0.114
H -4.930 -2.513 -0.035 0.036 0.092 -0.138
H -4.053 -2.501 1.487 -0.020 0.041 0.028
H -4.919 -1.048 0.961 -0.035 -0.017 -0.014
H -2.450 -0.854 0.657 0.043 -0.034 -0.012
H -3.921 -1.074 -2.013 -0.038 0.016 0.012
H -2.429 -0.173 -1.729 0.005 0.005 0.003
H -3.940 0.355 -0.971 -0.012 -0.006 0.008
H -2.705 -3.015 -1.120 -0.025 -0.059 -0.063
C -3.679 0.665 3.154 -0.038 -0.089 -0.009
C -2.542 0.979 4.109 0.034 0.118 -0.119
C -2.067 2.417 3.963 0.098 -0.035 0.083
O -1.466 0.065 3.907 0.022 0.015 0.062
H -3.331 0.784 2.124 -0.047 0.058 -0.021
H -4.007 -0.366 3.282 -0.009 0.002 0.007
H -4.533 1.328 3.307 0.010 0.019 0.007
H -2.867 0.809 5.137 0.018 -0.037 0.010
H -1.701 2.590 2.948 -0.011 0.013 -0.049
H -1.252 2.623 4.660 -0.027 -0.010 -0.015
H -2.874 3.125 4.157 -0.016 -0.005 0.004
H -1.147 0.176 3.002 0.063 0.004 -0.011

2.
81
Properties=species:S:1:pos:R:3:forces:R:3 method="wB97M-V/def2-TZVPD" s_squared=2.030 homo_ev="-12.28 / -12.26" multiplicity=3 gap_ha="0.172 / 0.052" total_charge=+1
Pt 1.836 3.506 3.067 0.000 -0.263 -0.252
B 0.708 0.698 -0.278 0.272 0.261 0.113
F 0.142 0.703 1.000 -0.314 -0.524 1.122
F 1.499 1.800 -0.356 1.146 0.829 -0.036
F 1.482 -0.512 -0.300 -0.321 0.190 0.038
F -0.262 0.736 -1.203 -0.758 -0.534 -0.936
O -3.058 7.770 -6.655 -0.152 -0.423 0.431
S -2.777 6.452 -7.129 1.750 -1.579 -1.198
O -3.613 5.840 -8.158 1.746 0.942 1.718
O -1.179 6.468 -7.669 -2.709 -0.264 -0.004
C -0.168 7.128 -6.916 1.302 0.136 -0.168
C 1.000 6.106 -6.880 -0.560 0.389 0.542
C -2.482 5.197 -5.803 -1.051 0.252 0.285
H -0.424 7.483 -5.917 -0.592 -0.716 0.281
H 0.040 8.086 -7.391 0.360 -0.210 -0.511
H 0.595 5.223 -6.387 0.041 -0.173 -0.071
H 1.839 6.423 -6.259 0.000 0.309 -0.118
H 1.369 5.800 -7.859 -0.192 0.276 -0.030
H -3.456 4.912 -5.405 -0.206 0.138 -0.193
H -1.929 5.556 -4.936 0.210 0.496 -0.414
H -2.024 4.276 -6.165 0.055 0.424 -0.554
O 0.802 0.995 9.049 -2.345 -1.154 -0.478
S -0.527 0.885 8.455 -0.318 1.259 -1.318
O -0.618 1.237 7.013 -0.206 -0.770 2.613
O -1.263 -0.604 8.658 3.150 1.846 1.312
C -2.481 -0.895 8.033 -0.698 -0.627 -0.522
C -2.837 -2.379 8.314 0.015 0.986 -0.435
C -1.728 1.961 9.413 0.874 -0.833 -0.303
H -2.332 -0.715 6.968 -0.334 -0.162 -0.136
H -3.239 -0.207 8.406 -0.281 -0.160 -0.002
H -2.037 -3.029 7.961 -0.070 0.052 -0.020
H -3.743 -2.561 7.736 0.002 -0.264 -0.009
H -3.051 -2.610 9.357 0.134 0.296 -0.002
H -2.666 1.847 8.868 0.039 0.295 0.265
H -1.381 2.990 9.507 0.158 -0.079 -0.802
H -1.784 1.645 10.454 -0.091 -0.628 -0.237
O 6.099 4.510 0.438 2.779 0.582 -1.067
S 7.435 4.943 -0.061 -0.952 -0.069 -0.213
O 8.430 5.438 0.889 -1.477 -1.304 -1.827
O 8.116 3.741 -1.034 0.134 2.225 1.848
C 7.249 3.027 -1.900 -1.804 -0.653 1.194
C 7.947 1.797 -2.354 0.365 0.014 -1.043
C 7.187 6.180 -1.401 0.557 -0.350 1.213
H 6.763 3.642 -2.658 0.503 0.138 -0.280
H 6.442 2.660 -1.266 -0.374 0.179 0.008
H 8.631 2.014 -3.175 0.472 -0.077 0.323
H 7.224 1.113 -2.797 -0.092 -0.140 0.309
H 8.432 1.370 -1.476 0.129 -0.248 -0.357
H 6.726 7.065 -0.962 -0.333 -0.271 -0.022
H 6.611 5.708 -2.196 0.056 0.262 0.165
H 8.189 6.486 -1.701 -0.050 -0.301 -0.208
O -9.022 -1.112 0.335 0.825 -1.380 0.244
S -8.118 -2.256 0.243 0.427 -0.030 1.366
O -7.762 -3.085 1.422 -0.885 2.145 -3.583
O -8.896 -3.260 -0.866 1.833 0.361 2.856
C -9.232 -2.749 -2.089 -1.437 -0.251 -1.577
C -10.239 -3.717 -2.666 -0.144 0.807 -0.580
C -6.666 -1.696 -0.767 -0.195 -0.853 1.371
H -8.413 -2.612 -2.794 0.524 0.070 0.240
H -9.741 -1.791 -1.988 0.108 0.438 0.273
H -9.720 -4.498 -3.223 -0.362 -0.258 0.231
H -10.825 -3.105 -3.352 -0.175 -0.400 -0.319
H -10.912 -4.058 -1.880 0.175 -0.310 -0.173
H -7.011 -1.182 -1.663 0.002 -0.499 0.041
H -6.087 -2.617 -0.834 -0.095 -0.026 -0.845
H -6.000 -1.033 -0.215 -0.571 0.187 0.442
O 5.960 -9.726 -0.111 -2.219 4.111 1.292
S 5.334 -8.480 0.471 0.616 -0.922 0.118
O 5.751 -7.091 0.175 -0.339 -2.912 0.242
O 3.674 -8.510 0.175 2.557 -1.261 0.454
C 2.928 -7.368 0.522 -0.112 1.471 -0.231
C 1.712 -7.376 -0.330 -1.499 -0.130 -0.547
C 5.352 -8.678 2.338 -0.212 0.489 -1.724
H 3.489 -6.457 0.310 0.247 -0.076 -0.112
H 2.637 -7.265 1.568 0.219 -0.764 0.339
H 1.133 -8.298 -0.278 0.346 -0.334 0.134
H 1.915 -7.203 -1.387 0.172 0.096 0.094
H 0.986 -6.642 0.020 0.210 0.400 -0.048
H 4.743 -7.835 2.665 -0.001 -0.202 0.233
H 6.378 -8.551 2.682 -0.087 -0.144 -0.194
H 4.922 -9.651 2.579 0.103 0.179 -0.047

3.
65
Properties=species:S:1:pos:R:3:forces:R:3 method="wB97M-V/def2-TZVPD" homo_ev=-9.58 gap_ha=0.328 smiles="O=C(NI)OCCCCO.CCO.CCO.CCO.CCO.CCO"
O -1.650 -1.982 3.034 1.842 2.920 -3.111
C -1.193 -1.155 2.196 -1.606 -2.805 3.825
N -0.318 -1.713 1.167 -0.991 1.403 0.763
I -0.527 -0.865 -0.683 0.354 0.013 0.110
O -1.508 0.204 2.406 0.670 -1.771 -2.026
C -2.742 0.628 1.781 -2.294 1.443 0.041
C -4.091 0.076 2.488 0.234 1.036 -0.221
C -5.171 -0.363 1.399 -0.901 0.254 0.044
C -5.737 -1.854 1.511 -0.482 -0.171 -0.909
O -5.453 -2.556 2.743 0.665 -0.293 -1.269
H 0.656 -1.825 1.475 -0.580 0.225 -0.180
H -2.826 0.434 0.663 0.647 -0.052 1.420
H -2.774 1.776 1.897 0.460 -1.850 -0.172
H -4.551 0.963 3.062 0.851 -1.551 -0.875
H -3.839 -0.696 3.282 -0.467 0.721 -1.324
H -6.081 0.342 1.497 1.451 -1.064 -0.103
H -4.827 -0.225 0.304 -0.229 -0.150 1.762
H -5.303 -2.462 0.634 -0.785 0.846 1.212
H -6.886 -1.821 1.407 1.799 -0.070 -0.004
H -4.867 -3.299 2.470 -0.584 0.871 0.678
C 3.858 0.237 -0.874 0.084 -0.069 0.058
C 3.160 1.583 -0.866 -0.035 -0.303 -0.033
O 2.184 1.635 -1.901 -0.137 0.112 -0.321
H 4.340 0.062 -1.840 0.011 0.075 0.079
H 4.615 0.185 -0.088 -0.024 -0.043 -0.037
H 3.139 -0.574 -0.725 0.040 0.008 0.060
H 3.878 2.387 -1.036 -0.201 -0.003 -0.028
H 2.664 1.761 0.094 0.145 0.042 0.094
H 1.548 0.926 -1.736 0.120 0.134 0.042
C 6.667 5.581 -1.806 0.069 0.017 -0.147
C 5.285 5.342 -1.230 0.331 0.073 0.173
O 5.320 4.268 -0.297 -0.104 -0.148 0.103
H 7.037 4.680 -2.301 -0.104 0.072 -0.015
H 6.652 6.400 -2.529 0.063 -0.025 0.047
H 7.380 5.825 -1.013 -0.058 0.106 -0.035
H 4.581 5.078 -2.022 -0.007 -0.114 0.180
H 4.913 6.238 -0.722 -0.049 0.090 -0.168
H 5.937 4.511 0.405 -0.135 -0.080 -0.138
C 1.336 -5.572 -2.559 -0.096 -0.134 0.060
C 1.130 -4.076 -2.685 0.277 -0.285 -0.162
O 2.351 -3.393 -2.431 0.058 0.275 0.093
H 1.695 -5.827 -1.559 -0.102 0.062 -0.045
H 0.404 -6.112 -2.746 0.077 -0.033 -0.014
H 2.092 -5.920 -3.268 -0.111 0.002 -0.059
H 0.390 -3.729 -1.960 0.191 0.102 -0.037
H 0.781 -3.811 -3.688 -0.206 -0.063 0.035
H 2.997 -3.699 -3.081 -0.105 0.090 0.153
C -5.564 1.896 7.214 -0.118 0.098 0.076
C -5.560 0.585 6.453 0.342 0.208 0.136
O -4.725 0.684 5.306 -0.087 0.004 0.117
H -5.918 2.709 6.575 -0.047 -0.105 0.036
H -6.208 1.834 8.095 0.066 0.053 -0.005
H -4.552 2.160 7.536 -0.052 -0.077 0.084
H -6.568 0.336 6.115 0.164 -0.033 -0.138
H -5.196 -0.232 7.084 -0.174 -0.019 0.095
H -3.832 0.895 5.612 -0.152 -0.083 -0.096
C 1.688 -1.512 -5.502 -0.123 -0.103 -0.062
C 3.031 -0.890 -5.830 -0.228 0.224 0.331
O 2.932 0.529 -5.817 0.057 0.071 -0.073
H 0.930 -1.194 -6.222 0.122 -0.061 -0.033
H 1.750 -2.603 -5.514 -0.059 0.026 0.037
H 1.344 -1.190 -4.515 0.110 -0.118 0.047
H 3.361 -1.196 -6.825 0.016 0.188 0.048
H 3.791 -1.196 -5.104 0.018 -0.205 -0.052
H 2.649 0.794 -4.931 0.100 0.013 -0.145

Energy: -102614.509; -115868.351; -42170.048 (eV)